1:
A cluster of 2 separate species, C6H12N2O in total. Source: the Open Molecules 2025 dataset; level of theory: ωB97M-V with the def2-TZVPD basis set.

```
! RIJCOSX wB97M-V def2-TZVPD def2/J DEFGRID3
* xyz 0 1
O 1.3626 1.5103 -1.4420
N 0.5857 2.5994 -1.4908
N 0.9285 3.5519 -2.1059
C -1.0764 -1.2004 -0.6540
C 0.1365 0.3109 1.5436
C 0.2599 -1.2296 1.4551
C -1.1481 0.2883 -0.6201
C 0.2857 -1.6101 0.0570
C -0.5721 0.8789 0.3930
H -0.7421 1.9707 0.5123
H -1.9362 -1.4990 -0.0452
H -0.6089 -1.7299 1.8547
H -1.7724 0.6654 -1.3377
H 1.0625 -0.9179 -0.5039
H 1.9086 3.6139 -2.5633
H -1.1663 -1.6554 -1.6189
H -0.4305 0.5977 2.3904
H 1.1285 -1.5751 1.8694
H 1.2114 0.6544 1.6786
H 0.7048 0.8433 -1.0958
H 0.5337 -2.7143 -0.0182
*
```

Its structure (SMILES) is C1=CCCCC1.[H]/N=N\O. The calculation puts the LUMO energy at 1.01 eV. The gap between HOMO and LUMO is 10.25 eV.

***

2:
The molecule C6H12N2O. Source: the Open Molecules 2025 dataset; level of theory: ωB97M-V with the def2-TZVPD basis set.

```
! RIJCOSX wB97M-V def2-TZVPD def2/J DEFGRID3
* xyz 0 1
O -2.2150 -1.1299 -0.0362
N 2.0589 0.6305 0.2024
N 1.0590 -1.5569 -1.1344
C 0.1797 -1.0376 -0.0507
C -0.1350 1.2976 1.0359
C -0.9418 1.4225 2.0963
C 0.8323 0.1075 0.7829
C -1.2109 -0.6349 -0.5642
C -1.3513 0.2339 -1.7906
H 0.0123 -1.8831 0.6306
H 2.3949 -0.0241 -0.5071
H 0.5170 -2.1834 -1.7322
H -0.0037 2.1584 0.3804
H 2.7668 0.7687 0.9189
H -2.3580 0.1094 -2.2031
H -0.6470 -0.0415 -2.5773
H 1.0887 -0.3188 1.7606
H -1.4748 2.3508 2.2814
H -1.1385 0.5886 2.7626
H -1.2180 1.2847 -1.5340
H 1.7843 -2.1422 -0.7221
*
```

Its structure (SMILES) is C=C[C@H](N)[C@H](N)C(C)=O. The calculation puts the LUMO energy at 0.81 eV. The gap between HOMO and LUMO is 10.08 eV.

***

Energy relative to the most stable one, in kJ/mol: 1 266.9; 2 0.0

***

1:
The molecule C6H12N2O. Source: the Open Molecules 2025 dataset; level of theory: ωB97M-V with the def2-TZVPD basis set.

```
! RIJCOSX wB97M-V def2-TZVPD def2/J DEFGRID3
* xyz 0 1
O -1.8205 -1.4124 2.2881
N 0.8176 2.2195 -0.3058
N -1.1785 -1.7723 1.0734
C -1.9179 0.1379 -0.5758
C -0.7216 -0.4898 0.0462
C 0.8937 0.9700 -0.8677
C 1.4113 0.6807 -2.0631
C 0.5462 -0.3054 0.2116
C 1.6833 -0.7652 1.0380
H -1.7110 0.4583 -1.5992
H -2.7222 -0.6015 -0.6210
H 0.9863 2.9969 -0.9370
H 2.1588 -1.6347 0.5754
H -0.4169 -2.4031 1.3274
H 1.3090 -1.0511 2.0265
H -2.7612 -1.5103 2.0702
H 2.4375 0.0223 1.1294
H 1.8224 1.4516 -2.7103
H 0.0373 2.3537 0.3265
H 1.4198 -0.3340 -2.4439
H -2.2734 0.9890 0.0114
*
```

Its structure (SMILES) is C=C(N)/C(C)=C(\C)NO. The calculation puts the LUMO energy at 0.92 eV. The gap between HOMO and LUMO is 9.10 eV.

***

2:
The molecule C6H12N2O. Source: the Open Molecules 2025 dataset; level of theory: ωB97M-V with the def2-TZVPD basis set.

```
! RIJCOSX wB97M-V def2-TZVPD def2/J DEFGRID3
* xyz 0 1
O -0.4790 -1.4736 -2.0488
N -2.0741 -1.9791 0.7334
N -0.3827 0.2825 -0.5804
C -0.8193 -0.8461 -1.1016
C 2.4277 0.1404 0.6136
C 1.7027 1.4286 0.1639
C -2.0537 -0.8908 -0.1836
C -1.4918 0.2812 0.4766
C 0.6743 1.1652 -0.9526
H 2.9891 0.5356 1.5552
H -1.1947 0.1033 1.4973
H 2.3738 2.4760 0.1512
H -2.9825 -0.7205 -0.5818
H -1.2805 -2.1686 1.3507
H 3.0213 -0.3890 -0.2249
H 0.2494 2.1403 -1.5084
H 0.8851 1.6082 0.9907
H 1.5860 -0.6093 0.8369
H -2.1431 1.1628 0.4401
H -2.2385 -2.9229 0.1894
H 1.2304 0.6756 -1.8168
*
```

Its structure (SMILES) is CCCN1C[C@H](N)C1=O. The calculation puts the LUMO energy at 0.88 eV. The gap between HOMO and LUMO is 9.68 eV.

***

3:
A cluster of 2 separate species, C6H12N2O in total. Source: the Open Molecules 2025 dataset; level of theory: ωB97M-V with the def2-TZVPD basis set.

```
! RIJCOSX wB97M-V def2-TZVPD def2/J DEFGRID3
* xyz 0 1
O -0.0181 -0.4622 1.7093
N -2.5617 0.6994 -0.4539
N 2.2881 0.0951 0.5442
C -1.2009 -1.8536 0.1654
C 2.2829 -0.1010 -1.9020
C -0.7295 -0.5154 0.6845
C 1.7553 0.0634 -0.6987
C -1.0225 2.0053 0.8263
C -1.5470 0.7087 0.2995
H 1.5025 -0.1110 1.2887
H 3.3558 -0.0785 -2.0415
H -1.0334 1.9833 1.9160
H 1.6776 -0.0930 -2.7897
H 0.5927 -0.0577 -0.5918
H 0.0133 2.1503 0.5207
H -2.8792 -0.2264 -0.7348
H -1.6303 2.8244 0.4554
H -0.5183 -2.6328 0.4953
H 3.1190 -0.4691 0.6644
H -1.2566 -1.8489 -0.9224
H -2.1896 -2.0803 0.5652
*
```

Its structure (SMILES) is [H]/N=C(/C)C(C)=O.C=CN. The calculation puts the LUMO energy at -0.52 eV. The gap between HOMO and LUMO is 7.77 eV.

***

Energy relative to the most stable one, in kJ/mol: 1 226.2; 2 30.6; 3 0.0

***

1:
A structure of composition C6H12N2O. Source: the Open Molecules 2025 dataset; level of theory: ωB97M-V with the def2-TZVPD basis set.

```
! RIJCOSX wB97M-V def2-TZVPD def2/J DEFGRID3
* xyz 0 1
O 1.2206 1.0638 -0.0021
N -0.1684 -1.9497 -0.3129
N -0.9324 -1.3387 1.6780
C -0.2837 1.6154 -1.4619
C -0.4205 -0.6680 -0.8596
C 0.1070 0.4673 -0.5909
C -0.8194 -2.3048 0.8238
C -0.6940 2.7195 -0.4456
C 1.7602 -0.0939 1.0158
H -0.8824 1.1317 -2.3573
H -1.4253 2.1827 0.5314
H 0.6313 2.0571 -1.6472
H 1.6376 -1.3820 0.5020
H -1.3207 3.5224 -1.0169
H 0.1898 3.2952 0.0818
H -0.1266 -2.8589 -0.8566
H -1.1313 -0.4460 -1.6087
H 1.1104 -0.1147 2.3118
H 2.7799 0.4148 1.0886
H -0.9617 -3.3189 1.0651
H -0.4572 -0.3872 1.4778
*
```

The calculation puts the LUMO energy at 0.74 eV. The gap between HOMO and LUMO is 9.54 eV.

***

2:
A cluster of 2 separate species, C6H12N2O in total. Source: the Open Molecules 2025 dataset; level of theory: ωB97M-V with the def2-TZVPD basis set.

```
! RIJCOSX wB97M-V def2-TZVPD def2/J DEFGRID3
* xyz 0 1
O -1.0520 0.8803 2.7275
N 1.0439 1.4522 1.0914
N -0.2558 1.1389 0.6329
C 2.3468 -1.0744 -0.7163
C -1.2395 0.7797 1.5315
C 0.0378 -0.7150 -1.5743
C 0.9781 -1.7104 -0.9600
C -0.7414 -0.0980 -2.2551
C -2.5768 0.5049 0.8873
H -1.4677 0.3956 -2.8357
H -0.3896 1.1202 -0.3709
H 2.7188 -0.5932 -1.6188
H 1.1340 2.4427 1.3287
H 0.5748 -2.1249 -0.0321
H 1.0825 -2.5188 -1.6897
H -2.9453 1.4044 0.3975
H 3.0688 -1.8308 -0.4151
H -2.4915 -0.2888 0.1492
H -3.2875 0.1924 1.6467
H 1.1816 0.9843 1.9900
H 2.2802 -0.3414 0.0852
*
```

Its structure (SMILES) is CC(=O)NN.C#CCC. The calculation puts the LUMO energy at 0.90 eV. The gap between HOMO and LUMO is 9.94 eV.

***

Energy relative to the most stable one, in kJ/mol: 1 559.3; 2 0.0